Entry from OMol25: C67H52GeLiOP2S as an isolated structure (ωB97M-V/def2-TZVPD).

Values from the calculation:
charge	-1
relative energy (zero: lowest compared OMol25 entry of this formula, charge and spin)	181.1	kcal per mole
HOMO energy (alpha / beta)	-3.2 / -3.5	eV
energy	-158495.9438	eV

```
125
Properties=species:S:1:pos:R:3:forces:R:3
Li 0.0200 -0.3055 0.1874 -0.281 -0.014 0.188
O 1.1816 -0.0029 -1.3136 0.180 0.008 0.043
S 2.3524 0.2166 -0.3657 0.195 -0.170 -0.313
C 3.2540 -1.3011 -0.3524 -0.193 0.006 -0.038
C 4.2961 -1.3499 0.5548 0.211 -0.278 0.049
C 5.1736 -2.4461 0.8404 -0.186 0.191 -0.057
C 5.0367 -3.7117 0.2899 -0.122 -0.270 -0.056
C 6.1117 -4.6084 -0.2771 -0.115 0.047 -0.105
C 5.5691 -4.9644 -1.7248 -0.009 -0.125 0.006
C 4.0854 -4.5910 -1.7378 0.226 0.704 0.226
C 3.9154 -3.1879 -1.8168 -0.110 0.178 -0.784
C 2.4930 -3.6062 0.0086 -0.160 -0.301 -0.042
C 1.5216 -3.3940 -1.0703 0.128 -0.216 0.318
P -0.0267 -2.6774 -0.4990 -0.003 -0.218 -0.145
C -0.6923 -3.9611 0.6344 0.034 -0.046 0.008
C -0.1251 -5.2239 0.8074 -0.080 -0.062 -0.038
C -0.6560 -6.1162 1.7365 0.028 0.082 -0.051
C -1.7611 -5.7617 2.4989 0.029 0.044 -0.031
C -2.3409 -4.5105 2.3248 0.046 -0.021 -0.042
C -1.8042 -3.6189 1.4064 -0.006 -0.029 0.028
C -1.1373 -2.8816 -1.9606 -0.007 0.059 0.076
C -1.6308 -4.1132 -2.3850 0.008 -0.045 -0.052
C -2.5045 -4.1913 -3.4600 0.015 0.056 0.003
C -2.8891 -3.0356 -4.1361 0.035 -0.053 0.055
C -2.3890 -1.8063 -3.7344 0.037 -0.032 0.010
C -1.5220 -1.7338 -2.6484 0.005 0.054 -0.009
C 2.7684 -2.4945 -1.1235 0.349 0.233 -0.207
C 3.8108 -4.1208 -0.3532 -0.196 -0.314 0.928
C 3.3867 1.4027 -1.2236 -0.225 0.391 0.083
C 4.6008 1.0314 -1.7238 0.160 0.006 -0.123
C 5.4983 1.9528 -2.3174 0.057 -0.124 -0.005
C 5.1410 3.2625 -2.3625 -0.003 0.110 -0.008
C 5.8731 4.4746 -2.8991 -0.100 -0.015 0.041
C 4.9400 5.6761 -2.5773 -0.023 -0.107 0.041
C 3.7099 5.0511 -1.9545 0.097 -0.020 -0.032
C 2.5540 5.6038 -1.4979 -0.141 0.060 0.051
C 1.5695 4.7474 -0.9521 0.004 0.144 -0.044
C 1.7057 3.3827 -0.8302 0.102 -0.262 -0.095
P 0.2819 2.4078 -0.1323 0.097 0.367 -0.019
C -0.9271 2.4424 -1.5124 -0.042 0.045 0.076
C -2.1689 1.8516 -1.2518 -0.009 -0.013 0.020
C -3.1321 1.7465 -2.2437 0.054 0.020 0.014
C -2.8620 2.2155 -3.5246 0.047 0.018 0.021
C -1.6265 2.7840 -3.8002 0.005 -0.031 0.055
C -0.6650 2.8994 -2.8001 -0.010 -0.035 -0.048
C -0.4377 3.5821 1.0792 0.095 0.003 0.081
C 0.1745 3.5674 2.3377 -0.032 -0.017 -0.023
C -0.3206 4.3396 3.3770 -0.017 -0.016 -0.026
C -1.4547 5.1212 3.1832 0.001 -0.028 -0.057
C -2.0751 5.1361 1.9417 0.044 -0.047 -0.021
C -1.5676 4.3730 0.8925 0.019 0.058 0.011
C 2.9444 2.7808 -1.2716 0.006 -0.106 -0.028
C 3.8873 3.6590 -1.8433 -0.070 -0.102 0.044
H 4.5498 -0.4093 1.0385 0.008 0.008 0.038
H 6.1037 -2.1932 1.3419 -0.031 -0.011 0.005
H 6.2169 -5.5290 0.3000 0.004 -0.034 -0.011
H 7.0870 -4.1221 -0.3128 0.034 0.016 -0.008
H 5.7016 -6.0261 -1.9210 0.056 -0.048 -0.015
H 6.1228 -4.4170 -2.4938 -0.005 0.025 0.000
H 4.7695 -2.5593 -2.0878 -0.021 0.037 -0.063
H 2.3620 -3.2898 1.0415 0.081 0.117 -0.009
H 0.7306 -5.5087 0.2041 -0.050 0.026 0.060
H -0.1971 -7.0904 1.8663 -0.016 0.037 -0.008
H -2.1600 -6.4497 3.2368 0.012 0.023 -0.049
H -3.1984 -4.2214 2.9223 0.031 0.004 -0.018
H -2.2401 -2.6311 1.2955 0.030 -0.015 0.021
H -1.3208 -5.0172 -1.8719 -0.027 0.033 0.006
H -2.8877 -5.1556 -3.7739 0.008 0.017 0.000
H -3.5739 -3.0979 -4.9741 0.015 -0.007 0.012
H -2.6734 -0.9012 -4.2597 0.019 -0.015 0.029
H -1.1247 -0.7707 -2.3411 -0.032 -0.021 -0.020
H 4.8858 -0.0118 -1.6431 -0.002 0.057 0.003
H 6.4493 1.6046 -2.7052 -0.037 -0.003 0.016
H 6.0424 4.3784 -3.9728 -0.007 -0.004 -0.009
H 6.8525 4.5852 -2.4330 0.014 -0.001 0.016
H 4.6897 6.2473 -3.4712 -0.019 0.012 -0.029
H 5.4114 6.3697 -1.8793 0.006 0.007 0.009
H 2.3703 6.6712 -1.5521 -0.016 -0.031 0.017
H 0.6428 5.1970 -0.6148 0.004 0.008 0.010
H -2.3748 1.4645 -0.2563 -0.003 0.027 -0.028
H -4.0861 1.2829 -2.0230 0.028 0.007 0.005
H -3.6085 2.1282 -4.3049 0.018 -0.006 0.010
H -1.4039 3.1355 -4.8010 0.002 -0.004 0.027
H 0.2993 3.3342 -3.0336 -0.021 0.012 0.015
H 1.0298 2.9179 2.5073 -0.057 0.052 -0.012
H 0.1594 4.3056 4.3488 -0.023 0.000 -0.071
H -1.8641 5.6995 4.0036 0.021 -0.020 -0.034
H -2.9639 5.7374 1.7866 0.026 -0.022 0.001
H -2.0653 4.3897 -0.0705 0.011 -0.015 0.014
C -0.4541 -0.0918 2.1252 -0.442 -0.193 0.118
Ge -0.1699 0.1064 3.9957 -0.039 0.101 0.010
C -1.6563 1.1063 4.8640 -0.127 0.160 -0.042
C -2.9335 0.9155 4.3210 -0.010 0.183 0.082
C -4.0453 1.5979 4.8075 0.125 -0.014 0.032
C -3.9063 2.5024 5.8544 0.016 -0.064 -0.083
C -2.6531 2.6998 6.4173 0.019 -0.056 -0.042
C -1.5496 2.0068 5.9285 -0.100 -0.117 0.040
C -0.0930 -1.6027 4.9906 0.018 -0.141 0.056
C -1.2545 -2.3701 5.1235 0.082 -0.023 0.008
C -1.2404 -3.5949 5.7799 0.056 0.062 -0.016
C -0.0538 -4.0825 6.3164 0.008 0.072 -0.030
C 1.1112 -3.3364 6.1921 -0.074 0.045 -0.046
C 1.0894 -2.1080 5.5355 -0.115 -0.090 0.034
C 1.5951 0.9278 4.3042 0.181 0.114 0.060
C 1.8828 2.0146 5.1353 0.143 -0.122 -0.070
C 3.1828 2.4932 5.2838 -0.076 -0.063 -0.024
C 4.2302 1.8764 4.6150 -0.029 -0.029 -0.030
C 3.9681 0.7928 3.7841 -0.104 0.032 -0.005
C 2.6640 0.3372 3.6165 0.029 0.078 0.094
H -1.5329 -0.3707 2.0499 0.111 -0.003 -0.004
H -3.0622 0.2350 3.4844 0.028 0.051 0.033
H -5.0188 1.4301 4.3600 0.024 0.005 0.014
H -4.7667 3.0467 6.2275 0.023 -0.026 -0.010
H -2.5330 3.3938 7.2428 0.008 -0.024 -0.031
H -0.5953 2.1669 6.4125 -0.047 -0.026 0.021
H -2.1893 -2.0081 4.7018 0.060 -0.017 0.028
H -2.1533 -4.1751 5.8650 0.031 0.021 -0.005
H -0.0372 -5.0407 6.8238 0.000 0.030 -0.021
H 2.0418 -3.7130 6.6024 -0.021 0.014 -0.011
H 2.0106 -1.5409 5.4477 -0.041 -0.021 0.010
H 1.0885 2.5082 5.6784 0.061 0.008 -0.039
H 3.3766 3.3420 5.9308 -0.015 -0.019 -0.021
H 5.2457 2.2360 4.7404 -0.039 -0.017 -0.012
H 4.7829 0.2993 3.2684 0.002 -0.007 -0.034
H 2.4712 -0.4967 2.9443 0.017 0.063 0.032
```
Positions in Å, forces in eV/Å.